180
Properties=species:S:1:pos:R:3:forces:R:3:mulliken_charge:R:1 method="wB97M-V/def2-TZVPD" max_force_ev_per_a=0.98 orbital_gap_ev=5.6663 e_lumo_ev=-2.01 homo_energy_ev=-7.68 total_charge=0 total_energy_ha=-5459.80071
Sc 0.21663 -0.58851 0.20521 0.0 -0.4 0.1 -0.760
C 5.62610 6.25789 -3.58888 -0.1 -0.2 0.0 -1.693
C 4.23283 5.61900 -3.50445 0.0 0.2 -0.3 2.421
C 3.28789 6.49796 -2.68227 0.1 0.0 0.0 -1.629
C 3.66220 5.53808 -4.93066 0.2 -0.2 0.0 -1.856
C 4.41961 4.16698 -3.03867 0.1 0.0 -0.2 -0.136
O 4.76917 3.31867 -3.83645 0.1 0.0 -0.2 -0.693
N 4.19062 3.73269 -1.75795 0.0 -0.6 0.3 0.017
C 3.88414 4.34232 -0.53876 0.0 0.2 0.3 0.758
C 4.58009 5.47146 -0.11203 0.1 -0.1 0.1 -0.754
C 4.27170 6.10167 1.07720 -0.1 0.0 -0.1 -0.506
C 3.26204 5.59353 1.87575 0.0 0.1 0.1 -1.104
C 2.62885 4.42491 1.50693 0.1 0.1 0.0 -0.183
C 2.94011 3.76024 0.32014 0.1 0.2 0.0 0.184
C 2.24291 2.46270 0.13275 -0.2 -0.5 -0.1 0.419
C 1.34158 2.28903 -0.92193 0.2 0.0 0.2 0.382
C 1.18786 3.17782 -2.04158 -0.2 -0.1 0.0 -1.187
C 0.24957 2.63710 -2.85312 0.2 -0.1 0.2 -1.976
C -0.24000 1.46395 -2.17965 -0.1 -0.1 0.1 0.775
N 0.45932 1.25308 -1.03099 -0.2 -0.3 0.2 1.218
C -1.45365 0.85278 -2.52281 -0.1 -0.1 0.4 -0.205
C -2.27582 0.20189 -1.59485 0.2 0.2 -0.2 0.710
C -3.69529 0.04481 -1.76787 0.0 -0.2 0.3 -1.551
C -4.20713 -0.22208 -0.54194 0.1 0.1 -0.3 -1.523
C -3.09102 -0.33421 0.36115 0.2 0.0 0.3 1.057
C -3.17958 -0.56745 1.74653 0.5 -0.2 -0.3 0.660
C -2.07795 -0.90133 2.55911 -0.3 0.0 -0.2 -0.403
N -0.75131 -0.83069 2.23656 0.0 0.2 -0.3 1.275
C -0.06270 -1.09232 3.39534 0.5 0.0 -0.1 0.264
C 1.29505 -0.78787 3.60912 -0.4 0.1 -0.3 -0.248
C 2.03702 0.02170 2.72460 -0.2 0.0 0.1 1.436
C 3.26616 0.67725 3.08149 0.0 0.0 -0.3 -1.939
C 3.49333 1.62926 2.14151 -0.1 -0.3 0.1 -1.837
C 2.41524 1.54499 1.19167 0.0 0.3 -0.2 -0.114
N 1.57892 0.52069 1.53510 -0.1 -0.1 -0.3 0.643
C 1.90788 -1.04088 4.94717 0.1 -0.1 0.2 0.298
C 1.39903 -0.39882 6.06903 0.1 -0.1 0.0 -0.523
C 1.98472 -0.55556 7.31399 0.0 0.1 0.1 -1.213
C 3.11833 -1.33339 7.44864 -0.1 0.0 -0.1 -1.009
C 3.63832 -1.99153 6.34976 0.0 0.0 0.0 0.075
C 3.04279 -1.86592 5.10095 0.0 0.1 0.4 0.491
N 3.43624 -2.56613 3.95924 -0.8 0.2 -0.3 0.182
C 4.49639 -3.21124 3.37986 0.2 0.0 -0.1 0.407
O 4.30198 -3.58006 2.23363 0.1 -0.1 -0.2 -0.509
C 5.83656 -3.42348 4.07426 0.3 0.0 -0.2 2.644
C 5.70464 -4.38924 5.26863 -0.1 0.0 -0.1 -1.884
C 6.78802 -4.04800 3.04681 -0.2 0.1 0.0 -1.958
C 6.41879 -2.05815 4.46793 -0.1 0.0 0.0 -1.633
C -0.97974 -1.50062 4.42745 -0.3 0.0 -0.1 -1.475
C -2.22802 -1.33586 3.92232 0.3 -0.1 0.1 -1.885
C -4.39956 -0.05639 2.42808 -0.2 0.1 0.2 0.601
C -4.16331 1.05539 3.24119 -0.2 -0.1 0.0 -0.432
C -5.19783 1.77659 3.80235 0.0 0.2 0.1 -1.128
C -6.50584 1.41359 3.52977 0.2 0.0 0.0 -0.774
C -6.76820 0.30265 2.75559 -0.2 0.0 0.0 -0.788
C -5.72870 -0.45865 2.22479 0.1 0.1 0.2 0.159
N -5.98968 -1.66668 1.56871 0.4 0.0 -0.1 0.718
C -7.21740 -2.21939 1.31289 0.0 -0.4 -0.1 -0.004
O -8.24536 -1.58182 1.31867 -0.2 0.2 0.0 -0.693
C -7.19872 -3.72448 1.02519 -0.2 -0.1 0.0 2.008
C -6.73497 -3.94971 -0.41779 -0.1 0.1 0.2 -1.404
C -6.26487 -4.44292 2.00548 -0.1 0.1 -0.1 -1.646
C -8.62989 -4.24035 1.20666 0.1 0.2 -0.1 -1.839
N -1.92576 -0.11056 -0.30853 0.3 0.0 0.2 0.623
C -2.02776 1.18926 -3.84927 -0.2 0.1 -0.1 0.636
C -1.62330 0.49825 -4.98090 0.0 0.1 0.0 -0.431
C -2.16659 0.79628 -6.21825 0.0 0.0 -0.1 -1.072
C -3.10075 1.81129 -6.32784 0.1 -0.1 0.0 -0.887
C -3.50003 2.52886 -5.21304 -0.1 0.1 -0.1 -0.520
C -2.97303 2.22120 -3.96523 0.1 -0.1 -0.3 -0.005
N -3.32252 2.90864 -2.79774 0.4 -0.1 0.1 0.401
C -4.44602 3.63750 -2.55120 0.1 0.1 0.4 0.016
O -5.25153 3.93802 -3.40450 -0.2 0.0 -0.3 -0.695
C -4.67372 4.03485 -1.08269 -0.2 0.1 0.1 2.825
C -5.92251 3.25328 -0.64848 0.0 0.0 -0.1 -1.799
C -4.98757 5.53605 -1.06116 0.0 -0.2 -0.1 -2.084
C -3.52006 3.72780 -0.12850 -0.2 0.1 -0.2 -2.042
H 5.54604 7.25630 -4.01331 0.0 0.1 0.0 0.451
H 6.09331 6.33480 -2.61070 0.1 0.1 0.1 0.243
H 6.26881 5.65822 -4.22759 0.1 0.0 -0.1 0.415
H 2.98856 7.35149 -3.28899 0.0 0.0 -0.1 0.505
H 2.38250 5.96320 -2.40645 -0.1 0.0 0.1 0.183
H 3.74488 6.87844 -1.77512 -0.1 0.1 0.0 0.384
H 3.69920 6.51740 -5.40084 0.0 0.2 0.0 0.467
H 4.23844 4.84320 -5.53371 0.0 0.0 0.0 0.405
H 2.62790 5.20188 -4.91316 -0.1 -0.1 0.0 0.349
H 4.17217 2.71753 -1.73741 0.0 0.1 -0.1 -0.006
H 5.40565 5.82552 -0.70583 0.0 0.1 -0.1 0.535
H 4.81469 6.98431 1.37992 0.1 0.1 0.0 0.429
H 2.99451 6.08145 2.79862 0.0 0.1 0.1 0.433
H 1.86524 4.00464 2.14421 0.0 -0.1 0.1 0.565
H 1.71205 4.09933 -2.17969 0.1 0.1 0.0 0.278
H -0.12645 3.01847 -3.78218 -0.1 0.1 -0.2 0.727
H -4.23088 0.16732 -2.68933 -0.1 0.1 -0.2 0.680
H -5.24262 -0.34753 -0.29154 -0.1 0.0 0.0 1.075
H 3.84629 0.46600 3.95778 0.1 0.0 0.2 0.756
H 4.32374 2.30720 2.07284 0.0 0.2 0.1 0.784
H 0.53577 0.24026 5.96065 -0.1 0.1 0.0 0.630
H 1.56231 -0.06736 8.17638 -0.1 0.1 0.1 0.404
H 3.59531 -1.45550 8.41021 0.0 0.0 0.1 0.452
H 4.49959 -2.61727 6.48271 0.1 -0.1 0.0 0.317
H 2.69509 -2.49609 3.26561 0.4 -0.1 0.2 -0.924
H 6.07340 -5.37260 4.98875 0.0 -0.1 0.0 0.438
H 6.30123 -4.04075 6.10799 0.0 0.0 0.1 0.370
H 4.67732 -4.51449 5.59923 -0.1 0.0 0.1 0.450
H 6.44889 -5.04011 2.76625 0.0 -0.1 -0.1 0.431
H 6.82498 -3.44386 2.14502 0.1 0.0 -0.1 0.336
H 7.78865 -4.11953 3.46294 0.1 0.0 0.1 0.453
H 5.72336 -1.44465 5.03242 0.0 0.1 0.1 0.352
H 7.31683 -2.20150 5.06540 0.1 0.0 0.0 0.453
H 6.69861 -1.50926 3.57022 0.0 0.1 -0.1 0.352
H -0.70817 -1.82598 5.41449 0.0 0.0 0.1 0.854
H -3.16905 -1.51409 4.40993 -0.1 0.0 0.1 0.727
H -3.13900 1.35818 3.40790 0.0 0.0 0.0 0.583
H -4.98369 2.62592 4.43293 0.0 0.1 0.0 0.442
H -7.32857 1.99006 3.92138 -0.1 0.1 0.1 0.435
H -7.78364 0.00834 2.55366 0.0 0.0 0.0 0.592
H -5.17442 -2.23822 1.40316 -0.1 -0.1 0.1 -0.125
H -5.73106 -3.55486 -0.57239 0.1 0.0 -0.1 0.086
H -6.72951 -5.01556 -0.63766 0.1 -0.1 0.0 0.462
H -7.41101 -3.45875 -1.11448 0.0 0.0 -0.1 0.380
H -5.21666 -4.27098 1.76529 0.1 -0.1 0.0 0.343
H -6.44970 -4.10923 3.02526 0.0 0.0 0.1 0.330
H -6.44488 -5.51430 1.96100 0.0 -0.1 0.0 0.473
H -9.31653 -3.69525 0.56508 0.0 0.0 0.0 0.352
H -8.68937 -5.29667 0.96116 0.1 -0.2 0.0 0.452
H -8.95547 -4.09948 2.23528 -0.1 0.0 0.1 0.396
H -0.88107 -0.28100 -4.89423 0.1 0.0 0.1 0.731
H -1.85303 0.24144 -7.08967 0.0 0.0 -0.1 0.476
H -3.52063 2.05041 -7.29221 -0.1 0.1 -0.1 0.384
H -4.22140 3.32409 -5.29942 0.0 0.0 0.0 0.600
H -2.72991 2.68873 -2.01034 -0.2 0.1 0.0 -0.177
H -6.73286 3.44835 -1.34787 -0.1 0.0 0.0 0.392
H -5.72266 2.18224 -0.63323 0.0 -0.1 0.0 0.293
H -6.23769 3.55748 0.34808 0.0 0.0 0.1 0.488
H -5.74630 5.75457 -1.80978 0.0 0.1 0.0 0.400
H -5.35966 5.82796 -0.08061 0.0 0.0 0.1 0.463
H -4.09685 6.12108 -1.28750 0.1 0.1 0.0 0.442
H -3.30607 2.66163 -0.06943 0.0 -0.2 0.0 0.169
H -2.61644 4.26064 -0.41510 0.2 0.1 0.0 0.420
H -3.79897 4.05404 0.87104 0.0 0.0 0.1 0.544
C -1.78205 -2.96343 -3.28211 0.2 0.0 -0.2 -1.697
C -1.45225 -2.52462 -1.99905 0.0 0.1 0.1 -0.921
N -0.27750 -2.01025 -1.66513 0.1 0.2 -0.1 2.191
C 0.68396 -1.99264 -2.62584 -0.1 -0.2 -0.5 -0.274
C 0.45397 -2.44344 -3.94266 -0.2 0.3 0.6 0.736
C -0.82781 -2.91958 -4.27052 -0.1 0.3 0.5 -0.216
C 1.51532 -2.47723 -4.89023 0.6 0.4 0.0 -1.257
C 2.77227 -2.12199 -4.53343 -0.5 -0.1 -0.3 -0.963
C 3.05064 -1.67645 -3.21360 -0.3 0.2 0.6 1.082
C 4.35175 -1.35889 -2.79938 -0.2 0.0 0.3 -1.042
C 4.56526 -0.97892 -1.49682 0.0 -0.1 -0.2 -1.702
C 3.46788 -0.86775 -0.64288 -0.1 0.1 0.3 -0.387
N 2.21841 -1.12106 -1.00207 0.0 0.1 0.0 1.643
C 2.00726 -1.56603 -2.26034 0.4 0.1 -0.4 -0.030
H -2.77602 -3.32889 -3.48788 -0.1 -0.1 0.1 0.488
H -2.19435 -2.59687 -1.20878 0.0 0.1 0.0 0.628
H -1.03159 -3.25253 -5.27537 0.0 -0.1 -0.1 0.592
H 1.29582 -2.83386 -5.88148 0.0 -0.1 -0.1 0.469
H 3.59572 -2.19847 -5.22555 0.0 0.0 -0.1 0.495
H 5.16412 -1.44028 -3.50411 0.1 0.0 -0.1 0.533
H 5.56236 -0.78286 -1.13144 0.0 0.1 0.1 0.632
H 3.62363 -0.56284 0.38397 0.0 0.0 0.0 0.030
N 1.26652 -2.95675 1.18842 -0.2 0.3 0.0 0.420
C 1.38222 -3.89001 0.11130 0.1 -0.3 -0.1 0.466
C 2.62921 -4.09118 -0.47165 -0.2 0.0 0.1 -0.876
C 2.71142 -4.80262 -1.65519 0.1 -0.1 0.1 -0.625
C 1.57411 -5.34793 -2.20789 0.2 -0.1 -0.9 -0.431
C 0.36006 -5.26488 -1.56211 -0.2 -0.1 0.4 -0.811
C 0.25540 -4.53232 -0.39277 0.3 -0.2 0.1 -0.261
S 1.59584 -5.90855 -3.92302 -0.2 0.2 0.0 1.338
O 1.05422 -7.25085 -3.93745 0.1 0.1 0.1 -0.750
O 0.69872 -4.90429 -4.52641 0.2 -0.9 -0.2 -0.552
O 2.97152 -5.75873 -4.36279 0.0 -0.1 0.1 -0.750
H 2.20538 -2.85712 1.57920 -0.2 0.1 -0.1 -0.781
H 0.64457 -3.31136 1.91500 0.1 0.1 -0.1 0.407
H 3.51253 -3.67205 -0.00744 0.0 0.0 0.0 0.443
H 3.64013 -4.93531 -2.18529 0.2 0.1 0.0 0.577
H -0.48949 -5.76062 -2.00321 -0.2 0.0 0.0 0.489
H -0.69520 -4.42147 0.11377 -0.1 0.0 0.0 0.418